# C6H10BN

One molecule with the formula C6H10BN in a non-equilibrium geometry (ωB97M-V/def2-TZVPD, the Open Molecules 2025 dataset).

* gap between HOMO and LUMO: 0.3307 hartree
* E_HOMO: -8.31 eV
* structure (SMILES): CNB1C=CC=CC1
* relative energy (zero: lowest compared OMol25 entry of this formula, charge and spin): 0.0000 eV

The geometry in XYZ format:
```
18
C6H10BN, DFT ωB97M-V/def2-TZVPD
C -1.09 -2.60 0.63
N -1.29 -1.33 0.02
B -0.48 -0.21 -0.26
C -0.98 1.14 -0.82
C -0.16 2.18 -0.75
C 1.13 2.22 -0.12
C 1.78 1.13 0.33
C 1.22 -0.27 0.14
H -0.15 -2.56 1.28
H -2.05 -2.90 1.31
H -0.87 -3.45 -0.05
H -2.14 -1.08 -0.56
H -2.02 1.49 -1.06
H -0.48 3.27 -1.02
H 1.63 3.18 -0.30
H 2.72 1.28 0.86
H 1.49 -0.75 1.10
H 1.74 -0.73 -0.71
```

# C37H55BrCl3N2O5PPbSi

C37H55BrCl3N2O5PPbSi as an isolated structure (ωB97M-V/def2-TZVPD, the Open Molecules 2025 dataset).

* gap between HOMO and LUMO: 0.2342 hartree
* E_HOMO: -2.32 eV
* charge: -2
* relative energy (zero: lowest compared OMol25 entry of this formula, charge and spin): 0.0000 eV

The geometry in XYZ format:
```
106
C37H55BrCl3N2O5PPbSi, DFT ωB97M-V/def2-TZVPD
Pb 0.84 -1.35 0.23
C -2.88 1.98 -6.01
C -3.82 0.96 -5.35
C -4.03 -0.21 -6.32
C -5.17 1.64 -5.13
C -3.21 0.45 -4.05
C -1.97 -0.18 -4.06
C -1.40 -0.61 -2.89
Br 0.30 -1.47 -3.02
C -1.96 -0.44 -1.60
O -1.33 -0.73 -0.51
C -3.29 0.10 -1.61
C -3.83 0.56 -2.81
C -4.10 0.27 -0.32
C -5.59 0.46 -0.62
C -4.01 -0.95 0.60
C -3.58 1.51 0.42
H -3.30 2.35 -6.95
H -1.90 1.54 -6.22
H -2.72 2.83 -5.34
H -4.46 0.14 -7.27
H -4.71 -0.95 -5.88
H -3.09 -0.72 -6.54
H -5.56 2.00 -6.09
H -5.08 2.50 -4.46
H -5.90 0.95 -4.70
H -1.43 -0.35 -4.99
H -4.81 1.02 -2.77
H -5.98 -0.37 -1.21
H -5.82 1.40 -1.14
H -6.14 0.49 0.33
H -4.22 -1.88 0.05
H -4.74 -0.85 1.41
H -3.02 -1.05 1.04
H -3.69 2.40 -0.20
H -2.52 1.39 0.65
H -4.12 1.65 1.36
C -0.81 -3.51 4.54
C -1.56 -2.87 3.38
C -1.92 -1.42 3.59
C -3.14 -1.08 4.16
C -3.53 0.25 4.28
C -2.69 1.25 3.82
C -1.45 0.94 3.26
C -0.54 2.06 2.79
C 0.35 2.56 3.93
C -1.06 -0.40 3.18
N 0.22 -0.73 2.65
C 1.17 -0.86 3.52
C 2.49 -1.26 3.21
C 3.56 -1.44 4.10
C 4.64 -1.84 3.32
C 4.17 -1.86 2.00
N 2.89 -1.50 1.92
H -0.63 -4.57 4.33
H -1.38 -3.43 5.47
H 0.16 -3.03 4.70
H -2.49 -3.43 3.21
H -0.97 -2.97 2.47
H -3.82 -1.87 4.47
H -4.49 0.50 4.70
H -2.99 2.29 3.87
H -1.17 2.88 2.44
H 0.06 1.73 1.95
H -0.25 2.84 4.80
H 0.92 3.44 3.62
H 1.06 1.80 4.24
H 0.95 -0.67 4.57
H 3.53 -1.31 5.18
H 5.64 -2.08 3.66
H 4.73 -2.11 1.11
Cl -1.49 -5.88 1.66
Si -0.73 -4.56 0.07
Cl -2.54 -4.45 -1.12
Cl 0.33 -6.07 -1.09
C 4.95 2.04 2.35
C 4.43 2.41 0.97
C 3.23 3.35 1.09
C 5.53 3.04 0.12
O 4.07 1.15 0.38
P 2.96 1.00 -0.79
O 3.21 2.00 -1.86
O 1.59 0.89 -0.16
O 3.26 -0.52 -1.25
C 4.29 -0.98 -2.14
C 3.91 -0.60 -3.57
C 5.64 -0.39 -1.76
C 4.29 -2.49 -1.96
H 5.30 2.94 2.88
H 5.77 1.33 2.27
H 4.16 1.57 2.94
H 3.52 4.23 1.67
H 2.41 2.84 1.59
H 2.89 3.66 0.10
H 5.85 3.99 0.55
H 5.15 3.21 -0.89
H 6.39 2.37 0.07
H 3.86 0.48 -3.67
H 2.93 -1.02 -3.82
H 4.65 -1.00 -4.27
H 5.65 0.69 -1.92
H 6.41 -0.85 -2.39
H 5.86 -0.59 -0.71
H 3.31 -2.90 -2.21
H 4.52 -2.74 -0.93
H 5.03 -2.95 -2.62
```

# C4H9NOS

C4H9NOS as an isolated structure in a non-equilibrium geometry (ωB97M-V/def2-TZVPD, the Open Molecules 2025 dataset).

* gap between HOMO and LUMO: 0.3372 hartree
* E_HOMO: -8.34 eV
* relative energy (zero: lowest compared OMol25 entry of this formula, charge and spin): 5.8471 eV

The geometry in XYZ format:
```
16
C4H9NOS, DFT ωB97M-V/def2-TZVPD
C -0.48 -0.11 -2.60
C -1.14 -0.35 -0.27
C -1.27 -1.20 1.07
C 2.11 0.66 1.63
H 0.59 0.26 -2.61
H -0.58 -1.03 -3.41
H -1.26 0.88 -2.59
H -2.14 0.20 -0.37
H -0.32 -1.41 1.46
H -1.45 -0.60 2.06
H -1.95 -2.35 1.36
H 2.87 0.18 2.07
H 2.05 1.75 1.56
N 1.25 -0.02 1.04
O -0.55 -0.88 -1.31
S 0.16 0.95 0.29
```

# C28H47BrCdN2OP2

C28H47BrCdN2OP2 as an isolated structure in a non-equilibrium geometry (ωB97M-V/def2-TZVPD, the Open Molecules 2025 dataset).

* gap between HOMO and LUMO (alpha / beta): 0.1572 / 0.1314 hartree
* E_HOMO (alpha / beta): -12.47 / -12.59 eV
* charge: +2
* relative energy (zero: lowest compared OMol25 entry of this formula, charge and spin): 0.0000 eV

The geometry in XYZ format:
```
82
C28H47BrCdN2OP2, DFT ωB97M-V/def2-TZVPD
N 9.20 -3.66 -3.59
C 8.17 -4.39 -4.02
C 6.88 -4.23 -3.49
C 6.64 -3.24 -2.52
C 7.75 -2.46 -2.11
C 9.02 -2.73 -2.65
C 5.29 -3.00 -2.00
Cd -1.22 -0.44 0.00
P -4.32 4.58 -1.53
C 4.73 -1.77 -1.90
C 3.38 -1.51 -1.45
C 2.93 -0.17 -1.35
C 1.61 0.12 -0.97
C 0.76 -0.93 -0.67
C 1.16 -2.26 -0.73
C 2.47 -2.55 -1.13
Br -3.51 0.43 0.55
H 4.72 -3.90 -1.74
H 5.33 -0.91 -2.21
H 6.05 -4.84 -3.88
H 7.63 -1.66 -1.38
H 8.36 -5.13 -4.80
H 9.89 -2.16 -2.32
H 3.62 0.64 -1.57
H 2.80 -3.59 -1.18
H 1.29 1.17 -0.91
H 0.49 -3.08 -0.48
P -0.14 0.62 2.12
C -3.91 3.36 -2.85
C -4.17 3.94 -4.25
H -4.54 2.48 -2.66
H -2.86 3.06 -2.73
H -4.32 3.12 -4.96
H -5.06 4.57 -4.26
H -3.32 4.54 -4.60
C -2.61 5.17 -1.14
C -2.58 6.57 -0.52
H -2.07 5.16 -2.11
H -2.14 4.43 -0.48
H -1.59 7.01 -0.66
H -3.32 7.23 -0.99
H -2.78 6.53 0.56
C -4.59 3.45 -0.10
C -6.07 3.26 0.23
H -4.03 3.85 0.76
H -4.13 2.48 -0.36
H -6.17 2.89 1.25
H -6.61 4.21 0.14
H -6.54 2.52 -0.44
C -1.29 0.51 3.55
C -0.69 0.14 4.91
H -2.07 -0.21 3.25
H -1.78 1.49 3.60
H -0.34 -0.90 4.93
H 0.14 0.80 5.18
H -1.47 0.25 5.67
C 0.10 2.41 1.82
C 1.54 2.92 1.69
H -0.43 2.92 2.65
H -0.47 2.62 0.90
H 1.99 3.14 2.66
H 2.19 2.21 1.16
H 1.52 3.85 1.11
C 1.47 -0.11 2.60
C 1.41 -1.64 2.73
H 1.78 0.37 3.54
H 2.18 0.19 1.81
H 2.35 -2.07 2.36
H 1.30 -1.96 3.77
H 0.59 -2.07 2.15
C -4.21 -3.67 1.64
N -3.00 -4.40 1.28
C -2.98 -5.85 1.37
C -1.91 -3.74 0.89
O -1.89 -2.49 0.85
H -4.96 -4.40 1.94
H -4.61 -3.10 0.79
H -4.04 -2.98 2.47
H -2.78 -6.28 0.39
H -2.20 -6.17 2.07
H -3.96 -6.18 1.73
H -1.03 -4.36 0.60
```

# C4H6N2OS

One molecule with the formula C4H6N2OS in a non-equilibrium geometry (ωB97M-V/def2-TZVPD, the Open Molecules 2025 dataset).

* gap between HOMO and LUMO: 0.3179 hartree
* E_HOMO: -8.81 eV
* structure (SMILES): C[C@]1(O)C=NNC1=S
* relative energy (zero: lowest compared OMol25 entry of this formula, charge and spin): 2.4596 eV

The geometry in XYZ format:
```
14
C4H6N2OS, DFT ωB97M-V/def2-TZVPD
C 0.28 1.72 1.00
C 0.01 0.29 0.80
O -1.27 0.00 1.29
C 0.99 -0.65 1.43
N 1.50 -1.46 0.54
N 0.86 -1.20 -0.68
C 0.01 -0.21 -0.67
S -0.99 0.45 -1.85
H -0.54 2.31 0.58
H 1.25 1.95 0.51
H 0.39 1.94 2.05
H -1.92 0.55 0.77
H 1.39 -0.54 2.47
H 1.13 -1.75 -1.49
```

# C5H13NO

One molecule with the formula C5H13NO in a non-equilibrium geometry (ωB97M-V/def2-TZVPD, the Open Molecules 2025 dataset).

* gap between HOMO and LUMO: 0.3848 hartree
* E_HOMO: -9.48 eV
* structure (SMILES): NCCCCCO
* relative energy (zero: lowest compared OMol25 entry of this formula, charge and spin): 1.5522 eV

The geometry in XYZ format:
```
20
C5H13NO, DFT ωB97M-V/def2-TZVPD
N -2.91 0.73 -0.34
C -2.10 -0.43 -0.74
C -0.57 -0.34 -0.69
C -0.02 0.68 0.33
C 1.27 0.22 1.00
C 2.27 -0.44 0.09
O 3.49 -0.73 0.79
H -3.80 0.73 -0.81
H -3.07 0.64 0.65
H -2.36 -0.50 -1.80
H -2.40 -1.37 -0.26
H -0.14 -0.12 -1.66
H -0.23 -1.35 -0.56
H -0.86 1.10 0.89
H 0.24 1.56 -0.26
H 1.16 -0.37 1.91
H 1.79 1.14 1.30
H 2.53 0.17 -0.77
H 2.00 -1.39 -0.38
H 3.73 0.05 1.30
```

# C19H39NOP2Sn

C19H39NOP2Sn as an isolated structure in a non-equilibrium geometry (ωB97M-V/def2-TZVPD, the Open Molecules 2025 dataset).

* gap between HOMO and LUMO: 0.2065 hartree
* E_HOMO: -5.20 eV
* relative energy (zero: lowest compared OMol25 entry of this formula, charge and spin): 0.0000 eV

The geometry in XYZ format:
```
63
C19H39NOP2Sn, DFT ωB97M-V/def2-TZVPD
Sn -0.16 0.09 -0.19
P -1.54 1.65 1.40
P 0.83 -1.51 -2.11
N -1.63 -1.36 -0.04
H 0.50 3.46 -0.90
C -2.87 2.65 0.69
H -3.31 3.28 1.48
H -3.65 1.99 0.28
H -2.47 3.28 -0.11
C -0.39 2.82 2.20
H -0.99 3.52 2.81
H 0.15 3.39 1.43
H 0.33 2.30 2.85
C -2.29 0.63 2.72
H -2.65 1.30 3.53
H -1.56 -0.09 3.13
H -3.14 0.07 2.30
C 0.17 -1.40 -3.80
H 0.70 -2.10 -4.47
H 0.30 -0.37 -4.17
H -0.90 -1.64 -3.79
C 2.63 -1.20 -2.32
H 3.02 -1.84 -3.12
H 3.17 -1.42 -1.38
H 2.78 -0.14 -2.59
C 0.67 -3.27 -1.61
H 1.27 -3.90 -2.28
H -0.39 -3.56 -1.67
H 1.02 -3.40 -0.57
C -2.26 -2.35 0.56
C -4.38 -3.63 0.64
C -3.62 -2.61 0.12
C -1.76 -3.23 1.61
C -2.54 -4.26 2.11
C -3.85 -4.47 1.63
H -5.39 -3.79 0.26
H -4.01 -1.94 -0.65
H -0.74 -3.06 1.98
H -2.14 -4.91 2.89
H -4.44 -5.29 2.04
C 0.68 2.88 -1.83
O 0.31 1.54 -1.59
C -0.23 3.45 -2.91
H 0.30 4.10 -3.61
H -1.03 4.05 -2.47
H -0.70 2.65 -3.49
C 2.16 3.00 -2.15
H 2.37 2.71 -3.18
H 2.78 2.38 -1.50
H 2.50 4.03 -2.02
C 2.90 0.78 2.97
C 2.49 0.75 1.49
C 3.70 0.57 0.58
C 1.43 -0.35 1.28
H 3.32 -0.20 3.25
H 2.03 0.99 3.61
H 3.65 1.55 3.15
H 2.02 1.73 1.24
H 4.16 -0.42 0.74
H 3.44 0.66 -0.49
H 4.46 1.33 0.80
H 1.90 -1.31 1.00
H 0.90 -0.54 2.22
```

# C15H35BNO5PV

C15H35BNO5PV as an isolated structure in a non-equilibrium geometry (ωB97M-V/def2-TZVPD, the Open Molecules 2025 dataset).

* gap between HOMO and LUMO: 0.0912 hartree
* E_HOMO: -10.71 eV
* charge: +1

The geometry in XYZ format:
```
59
C15H35BNO5PV, DFT ωB97M-V/def2-TZVPD
C -3.13 2.10 -3.42
C -1.69 2.52 -3.74
O -1.37 3.64 -3.62
O -0.78 1.59 -4.21
C -0.41 0.70 -3.14
C 0.43 -0.46 -3.72
C 1.80 -0.66 -3.03
C 1.74 -0.88 -1.49
C 1.61 -2.38 -1.05
C 0.41 -2.72 -0.12
P 0.09 -1.46 1.30
C -0.33 -0.20 2.77
C 0.92 0.53 3.27
C 1.51 1.59 2.28
C 3.03 1.26 2.11
C 1.25 3.06 2.68
B -1.54 -0.86 0.41
O -1.63 0.43 -0.07
N -2.68 -1.74 0.19
C -2.92 -1.68 -1.29
C -3.88 -1.18 0.92
H -3.32 1.13 -3.92
H -3.82 2.84 -3.86
H -3.31 2.02 -2.34
H 0.08 1.27 -2.33
H -1.37 0.26 -2.78
H 0.65 -0.18 -4.77
H -0.15 -1.40 -3.75
H 2.38 -1.49 -3.47
H 2.38 0.27 -3.19
H 2.71 -0.52 -1.09
H 0.97 -0.21 -1.07
H 2.57 -2.74 -0.66
H 1.44 -2.96 -1.98
H -0.48 -2.93 -0.75
H 0.65 -3.69 0.37
H -0.03 -2.53 2.23
H 1.39 -0.88 1.20
H -1.15 0.49 2.54
H -0.70 -0.84 3.60
H 0.71 1.07 4.23
H 1.66 -0.24 3.54
H 1.07 1.45 1.26
H 3.16 0.16 2.12
H 3.44 1.61 1.15
H 3.60 1.62 2.98
H 2.01 3.73 2.24
H 0.29 3.37 2.22
H 1.23 3.23 3.77
H -0.82 0.92 0.17
H -3.43 -0.74 -1.59
H -1.95 -1.68 -1.82
H -3.44 -2.59 -1.61
H -4.65 -0.92 0.18
H -4.32 -1.98 1.53
H -3.60 -0.32 1.55
O 3.21 -1.22 4.86
V 3.92 0.06 5.72
O 4.61 1.35 6.54
```

# C31H34AsN4O4SV

C31H34AsN4O4SV as an isolated structure in a non-equilibrium geometry (ωB97M-V/def2-TZVPD, the Open Molecules 2025 dataset).

* gap between HOMO and LUMO (alpha / beta): 0.2711 / 0.2898 hartree
* <S²>: 2.043
* E_HOMO (alpha / beta): -13.69 / -13.69 eV
* multiplicity: 3
* charge: +2
* relative energy (zero: lowest compared OMol25 entry of this formula, charge and spin): 0.9352 eV

The geometry in XYZ format:
```
76
C31H34AsN4O4SV, DFT ωB97M-V/def2-TZVPD
V 0.81 0.36 0.20
S 0.44 2.33 1.23
C 1.77 3.44 0.79
C 1.94 4.57 1.58
C 2.89 5.52 1.23
C 3.67 5.36 0.09
C 3.50 4.23 -0.69
C 2.57 3.26 -0.34
As 2.24 1.72 -1.45
C 3.93 0.81 -1.68
C 3.91 -0.36 -2.46
C 5.07 -1.11 -2.61
C 6.24 -0.71 -1.98
C 6.26 0.44 -1.21
C 5.11 1.21 -1.06
C 1.71 2.38 -3.16
C 2.57 2.33 -4.25
C 2.15 2.86 -5.47
C 0.89 3.43 -5.58
C 0.04 3.46 -4.49
C 0.44 2.94 -3.27
H 1.31 4.72 2.45
H 3.00 6.40 1.85
H 4.39 6.11 -0.18
H 4.09 4.12 -1.60
H 3.01 -0.65 -2.99
H 5.06 -1.99 -3.24
H 7.14 -1.29 -2.10
H 7.18 0.76 -0.73
H 5.13 2.11 -0.46
H 3.56 1.90 -4.17
H 2.82 2.83 -6.32
H 0.57 3.84 -6.53
H -0.95 3.90 -4.58
H -0.24 2.95 -2.42
N -0.32 -1.52 2.65
C 0.89 -2.44 2.83
C 2.19 -1.70 3.16
C 3.09 -1.24 2.00
N 2.67 0.03 1.34
C 3.21 -2.31 0.92
C 1.84 -2.78 0.44
N 1.17 -1.64 -0.26
C 1.03 -3.35 1.62
H -0.33 -0.74 3.31
H -1.20 -2.07 2.78
H -0.39 -1.15 1.70
H 0.59 -3.02 3.70
H 2.80 -2.43 3.70
H 2.01 -0.89 3.88
H 4.07 -1.07 2.43
H 3.41 0.26 0.67
H 2.70 0.80 2.01
H 3.77 -3.16 1.31
H 3.79 -1.92 0.08
H 1.97 -3.60 -0.26
H 0.28 -1.94 -0.67
H 1.76 -1.44 -1.07
H 1.59 -4.23 1.96
H 0.05 -3.73 1.31
O -2.17 0.98 -1.66
C -2.04 0.07 -0.90
O -0.85 -0.29 -0.38
C -3.16 -0.77 -0.38
C -4.48 -0.51 -0.72
C -5.50 -1.26 -0.15
C -5.22 -2.25 0.79
C -3.89 -2.48 1.10
C -2.87 -1.78 0.51
N -3.51 -3.47 2.12
O -4.33 -4.24 2.52
O -2.33 -3.46 2.50
H -4.70 0.28 -1.43
H -6.53 -1.07 -0.42
H -6.00 -2.83 1.27
H -1.85 -2.04 0.72
```

# C6H10

One molecule with the formula C6H10 in a non-equilibrium geometry (ωB97M-V/def2-TZVPD, the Open Molecules 2025 dataset).

* gap between HOMO and LUMO: 0.3826 hartree
* E_HOMO: -9.22 eV
* structure (SMILES): C=CCCC=C
* relative energy (zero: lowest compared OMol25 entry of this formula, charge and spin): 2.7944 eV

The geometry in XYZ format:
```
16
C6H10, DFT ωB97M-V/def2-TZVPD
C 2.08 -0.57 -1.00
C 1.46 0.36 -0.14
C 0.68 0.25 1.12
C -0.84 0.69 0.93
C -1.48 -0.43 0.21
C -1.87 -0.32 -1.15
H 1.86 -1.69 -0.74
H 2.61 -0.25 -1.95
H 1.47 1.47 -0.52
H 1.23 0.82 1.96
H 0.79 -0.88 1.46
H -1.24 0.84 1.92
H -0.96 1.72 0.50
H -1.73 -1.41 0.92
H -2.45 -1.19 -1.57
H -1.78 0.64 -1.80
```

# C2H3Br2N

One molecule with the formula C2H3Br2N in a non-equilibrium geometry (ωB97M-V/def2-TZVPD, the Open Molecules 2025 dataset).

* gap between HOMO and LUMO: 0.3906 hartree
* E_HOMO: -10.16 eV
* relative energy (zero: lowest compared OMol25 entry of this formula, charge and spin): 0.7535 eV

The geometry in XYZ format:
```
8
C2H3Br2N, DFT ωB97M-V/def2-TZVPD
C -1.10 -0.13 0.65
C 1.09 -0.04 -0.48
N 0.09 -0.60 0.37
Br -2.28 -0.96 1.71
Br -2.04 1.46 -0.01
H 1.07 1.08 -0.63
H 1.19 -0.46 -1.58
H 1.99 -0.34 -0.04
```